# 1
ORCA calculation (the ωB97M-V functional and the def2-TZVPD basis) on a 2-piece molecular cluster, C4H4S overall at a distorted geometry.

The frontier orbital gap comes out at 9.767 eV.

ORCA input file:
```
! wB97M-V def2-TZVPD RIJCOSX def2/J DEFGRID3
* xyz 0 1
C 0.014 1.099 1.059
C 0.558 0.379 0.290
C -2.459 0.798 -0.259
C 1.200 -0.637 -0.565
S -2.885 -0.658 -0.095
H -0.494 1.876 1.725
H 0.339 -1.180 -1.099
H 1.645 -1.500 -0.029
H 2.082 -0.176 -1.027
*
```

---

# 2
ORCA calculation (the ωB97M-V functional and the def2-TZVPD basis) on C20H30AsCoN4O as an isolated structure at a distorted geometry.

The frontier orbital gap (alpha / beta) comes out at 8.397 / 7.967 eV. Its expectation value of S² is 3.76.

ORCA input file:
```
! wB97M-V def2-TZVPD RIJCOSX def2/J DEFGRID3
* xyz 1 4
Co -0.489 -0.324 0.010
O 0.750 -1.144 -1.276
C 1.847 -1.846 -1.033
C 2.725 -2.196 -2.096
C 3.811 -3.016 -1.861
C 4.211 -3.399 -0.601
C 3.396 -3.053 0.468
C 2.225 -2.274 0.265
C 1.268 -2.080 1.403
N 0.208 -1.318 1.531
C -0.308 -1.510 2.832
C 0.452 -2.451 3.406
N 1.411 -2.867 2.459
H 2.563 -1.877 -3.150
H 4.452 -3.300 -2.700
H 5.181 -3.827 -0.357
H 3.770 -3.374 1.519
H -1.217 -1.047 3.177
H 0.442 -2.768 4.432
H 2.223 -3.482 2.639
C -1.690 3.475 1.031
C -0.245 3.668 0.518
As 0.531 2.051 -0.333
C 2.337 1.975 0.310
C 2.367 1.999 1.844
C 0.801 2.580 -2.163
C 1.605 3.928 -2.252
H -2.083 4.434 1.224
H -1.716 2.845 1.930
H -2.401 3.096 0.301
H 0.472 3.870 1.378
H -0.181 4.520 -0.151
H 3.024 2.687 -0.264
H 2.691 1.024 -0.049
H 1.876 2.824 2.341
H 3.440 1.964 2.127
H 1.833 1.168 2.207
H -0.129 2.731 -2.679
H 1.335 1.738 -2.645
H 0.907 4.756 -2.360
H 2.224 4.007 -3.103
H 2.166 4.131 -1.398
C -4.992 -3.297 0.181
C -4.201 -2.056 -0.112
C -4.501 -1.028 -0.966
C -3.333 -0.293 -0.999
N -2.366 -0.820 -0.263
N -2.944 -1.940 0.283
C -3.128 1.022 -1.738
H -5.460 -3.649 -0.690
H -5.747 -3.005 0.896
H -4.341 -4.007 0.722
H -5.397 -0.784 -1.473
H -2.423 -2.484 0.950
H -3.227 1.840 -1.006
H -3.871 1.107 -2.504
H -2.151 1.075 -2.162
*
```